(1)
ORCA calculation (ωB97M-V/def2-TZVPD) on C14H28BeN6O6Se as an isolated structure in a non-equilibrium geometry.

```
56
Properties=species:S:1:pos:R:3:lowdin_charge:R:1
O -0.683 0.738 -4.255 -0.1094
H -1.042 0.300 -5.050 0.0987
Be -0.863 0.266 -1.345 0.1400
N -1.015 1.871 -0.538 -0.1530
N 0.759 0.783 -1.840 -0.1050
N -1.839 -0.489 -0.101 -0.0335
N -0.817 -1.362 -2.040 -0.0407
O -2.045 2.361 0.077 -0.1863
O -2.311 0.076 1.030 -0.0341
O 0.008 -1.709 -3.041 -0.0362
O 1.624 0.106 -2.528 -0.1386
C 1.131 1.976 -1.331 -0.2442
C 0.189 2.474 -0.398 -0.2265
C -2.066 -1.807 -0.203 -0.2788
C -1.476 -2.327 -1.387 -0.2505
C 0.480 3.464 0.677 -0.0059
H 0.822 2.966 1.603 0.0898
H -0.403 4.064 0.916 0.0807
H 1.283 4.137 0.355 0.0676
C 2.404 2.631 -1.709 -0.0120
H 2.409 2.870 -2.781 0.0968
H 3.251 1.971 -1.500 0.0877
H 2.526 3.566 -1.156 0.0655
C -2.619 -2.642 0.892 -0.0092
C -1.482 -3.772 -1.733 0.0012
H -3.372 -2.116 1.490 0.0909
H -1.816 -2.986 1.563 0.0878
H -3.093 -3.544 0.476 0.0848
H -0.900 -3.917 -2.646 0.0833
H -2.511 -4.123 -1.901 0.0966
H -1.067 -4.393 -0.927 0.1002
H -2.370 1.081 0.783 0.0550
H 0.796 -0.973 -2.950 0.0566
C -1.812 1.030 -3.392 -0.1174
H -1.498 1.769 -2.637 0.0815
H -2.222 0.093 -2.970 0.0852
H -2.625 1.494 -3.981 0.1048
O -5.301 2.439 -0.458 -0.0735
H -5.533 1.842 -1.189 0.0311
H -4.359 2.638 -0.587 0.0079
C 4.145 -1.990 1.532 -0.0564
N 3.331 -1.340 2.531 -0.1454
C 3.790 -0.788 3.714 -0.0460
C 2.732 -0.166 4.293 -0.0530
N 1.651 -0.327 3.454 -0.1321
C 0.326 0.223 3.681 -0.0295
C 2.002 -1.052 2.339 -0.6906
Se 0.999 -1.507 0.877 0.7758
H 4.954 -2.532 2.036 0.0926
H 4.584 -1.263 0.833 0.1030
H 3.513 -2.683 0.966 0.0481
H 4.810 -0.907 4.016 0.1155
H 2.652 0.385 5.212 0.1176
H -0.375 -0.556 4.011 0.0995
H 0.413 0.990 4.461 0.0935
H -0.066 0.666 2.756 0.0688
```

Properties
HOMO-LUMO gap (alpha / beta) (eV): 6.054 / 6.055
Relative energy (zero: lowest compared OMol25 entry of this formula, charge and spin) (kcal per mole): 0.0


(2)
ORCA calculation (ωB97M-V/def2-TZVPD) on one molecule with the formula C5H6FNO2 in a non-equilibrium geometry.

```
15
Properties=species:S:1:pos:R:3:lowdin_charge:R:1
C 1.178 1.282 -0.155 -0.3693
C -1.073 1.116 -0.075 -0.6159
C 2.168 1.945 0.389 0.1216
C 1.197 -0.066 -0.687 -0.0278
C -1.831 -1.070 -0.196 -0.1180
N -0.814 -0.148 0.273 0.0363
O -2.193 1.543 -0.165 0.1047
O 0.016 2.000 -0.201 0.0793
F 1.983 -0.864 -0.055 0.1375
H 2.120 3.000 0.682 0.0955
H 3.168 1.476 0.454 0.0874
H 0.991 -0.280 -1.759 0.1679
H -2.025 -0.827 -1.290 0.1017
H -1.530 -2.168 0.124 0.1162
H -2.772 -0.839 0.336 0.0829
```

Properties
HOMO-LUMO gap (alpha / beta) (eV): 8.377 / 8.371
Relative energy (zero: lowest compared OMol25 entry of this formula, charge and spin) (kcal per mole): 68.5


(3)
ORCA calculation (ωB97M-V/def2-TZVPD) on one molecule with the formula C2H3N3O3 in a non-equilibrium geometry.

```
11
Properties=species:S:1:pos:R:3:lowdin_charge:R:1
C 0.953 0.175 0.920 -0.5403
C 0.375 -0.474 -1.165 -0.3659
H -2.164 1.258 -0.344 0.1765
H -2.429 -0.501 -0.471 0.1088
H 2.585 -0.246 1.889 0.1736
N -1.891 0.286 -0.892 0.0678
N -0.670 0.117 -0.431 -0.2469
N -0.326 0.402 0.860 0.1661
O 1.724 0.277 1.999 0.1275
O 1.443 -0.344 -0.132 0.1647
O 0.400 -0.951 -2.233 0.1681
```

Properties
SMILES string: Nn1nc(O)oc1=O
HOMO-LUMO gap (eV): 9.105
Relative energy (zero: lowest compared OMol25 entry of this formula, charge and spin) (kcal per mole): 17.5


(4)
ORCA calculation (ωB97M-V/def2-TZVPD) on a 11-piece molecular cluster, C33H33F11O33 overall in a non-equilibrium geometry.

```
110
Properties=species:S:1:pos:R:3:lowdin_charge:R:1
C 2.290 3.971 3.873 -0.0320
C 0.934 4.635 3.850 -0.4025
O 0.843 5.234 2.615 0.1370
C 2.129 5.421 2.175 -0.5550
O 2.457 6.190 1.329 0.1684
O 2.993 4.740 2.896 0.0997
F 0.860 5.557 4.778 0.1101
H 2.392 2.928 3.572 0.1336
H 2.739 4.062 4.862 0.1417
H 0.091 3.978 4.065 0.1585
C 2.154 2.027 -5.593 -0.0060
C 3.222 1.372 -4.748 -0.3519
O 2.504 0.649 -3.816 0.1332
C 1.405 0.259 -4.424 -0.6141
O 0.689 -0.628 -4.016 0.1716
O 1.171 0.992 -5.469 0.1166
F 4.034 2.244 -4.125 0.0859
H 2.528 2.150 -6.609 0.1494
H 1.851 2.960 -5.118 0.1430
H 3.848 0.620 -5.229 0.1811
C 1.177 5.721 -1.731 -0.0580
C 0.526 4.339 -1.756 -0.2413
O -0.808 4.721 -1.999 0.1230
C -1.017 5.914 -1.402 -0.4830
O -2.199 6.377 -1.213 0.0865
O 0.149 6.457 -1.114 0.0968
F 0.656 3.809 -0.471 0.0493
H 1.342 6.116 -2.734 0.1410
H 2.118 5.828 -1.191 0.1331
H 0.888 3.579 -2.449 0.1622
C 2.154 -2.336 2.761 -0.0133
C 2.969 -2.678 4.098 -0.2517
O 4.146 -3.242 3.555 0.1229
C 3.998 -3.565 2.250 -0.4971
O 4.777 -4.319 1.622 0.1024
O 2.895 -3.007 1.700 0.0412
F 2.339 -3.688 4.753 0.0630
H 2.188 -1.269 2.541 0.1221
H 1.117 -2.666 2.828 0.1383
H 3.123 -1.834 4.772 0.1653
C -4.960 -2.178 2.659 -0.0327
C -4.973 -1.500 1.244 -0.2687
O -3.819 -2.028 0.604 0.1189
C -3.213 -2.876 1.461 -0.5383
O -2.068 -3.218 1.263 0.1419
O -3.943 -3.147 2.549 0.0916
F -4.774 -0.189 1.454 0.0619
H -5.937 -2.657 2.719 0.1346
H -4.758 -1.440 3.435 0.1446
H -5.861 -1.648 0.629 0.1724
C -2.585 4.591 2.670 -0.0719
C -4.094 4.887 2.430 -0.2598
O -4.545 3.485 2.413 0.1413
C -3.703 2.718 3.061 -0.5437
O -3.872 1.543 3.437 0.1005
O -2.631 3.437 3.449 0.0544
F -4.343 5.522 1.313 0.1260
H -1.974 5.425 3.013 0.1402
H -2.081 4.285 1.753 0.1357
H -4.614 5.423 3.224 0.1717
C -0.139 -0.615 0.213 -0.0259
C 0.511 0.385 -0.781 -0.3238
O 0.947 1.364 0.099 0.1140
C 0.111 1.447 1.131 -0.4878
O 0.040 2.313 2.019 0.1189
O -0.611 0.297 1.176 0.0643
F -0.375 1.011 -1.494 0.1154
H 0.532 -1.219 0.822 0.1156
H -0.931 -1.231 -0.214 0.1215
H 1.283 -0.003 -1.447 0.1607
C 1.804 -6.726 1.144 -0.0176
C 1.742 -6.910 -0.374 -0.2656
O 1.205 -5.685 -0.914 0.1729
C 0.906 -4.886 0.033 -0.5316
O 0.420 -3.749 -0.110 0.1149
O 1.318 -5.375 1.260 0.0333
F 0.894 -7.900 -0.678 0.0810
H 2.776 -6.897 1.608 0.1424
H 0.974 -7.246 1.622 0.1417
H 2.711 -7.089 -0.841 0.1735
C -3.302 -5.712 -1.451 -0.0552
C -2.129 -5.939 -2.444 -0.2797
O -1.671 -4.637 -2.715 0.1564
C -2.397 -3.737 -2.047 -0.5234
O -2.156 -2.548 -2.122 0.1458
O -3.408 -4.313 -1.360 0.0766
F -2.726 -6.433 -3.546 0.0623
H -3.219 -6.263 -0.514 0.1339
H -4.227 -6.143 -1.836 0.1355
H -1.359 -6.662 -2.173 0.1599
C 5.414 0.213 -1.732 -0.1181
C 5.088 -0.259 -0.311 -0.3459
O 5.829 -1.483 -0.205 0.1283
C 6.904 -1.320 -1.081 -0.4054
O 7.896 -2.078 -1.178 0.1219
O 6.684 -0.216 -1.898 0.0589
F 3.852 -0.610 -0.175 0.1191
H 5.397 1.301 -1.800 0.1436
H 4.780 -0.296 -2.458 0.1409
H 5.350 0.477 0.449 0.1744
C -3.298 0.779 -2.029 -0.0729
C -4.001 1.609 -1.003 -0.3033
O -5.371 1.506 -1.352 0.1915
C -5.418 0.947 -2.517 -0.5725
O -6.491 0.723 -3.069 0.1246
O -4.207 0.763 -3.098 0.0947
F -3.555 2.887 -0.964 0.0803
H -3.293 -0.235 -1.629 0.1279
H -2.358 1.182 -2.407 0.1398
H -3.649 1.160 -0.074 0.1503
```

Properties
SMILES string: O=C1OC[C@@H](F)O1.O=C1OC[C@@H](F)O1.O=C1OC[C@@H](F)O1.O=C1OC[C@@H](F)O1.O=C1OC[C@@H](F)O1.O=C1OC[C@@H](F)O1.O=C1OC[C@@H](F)O1.O=C1OC[C@@H](F)O1.O=C1OC[C@@H](F)O1.O=C1OC[C@@H](F)O1.O=C1OC[C@@H](F)O1
HOMO-LUMO gap (eV): 10.269
Relative energy (zero: lowest compared OMol25 entry of this formula, charge and spin) (kcal per mole): 128.0